DFT (ωB97M-V/def2-TZVPD) results for a structure of composition C9H19F3N2Si at a distorted geometry.

Structure (ORCA input):
```
! RIJCOSX wB97M-V def2-TZVPD def2/J DEFGRID3
* xyz 0 1
F 2.36 1.48 0.71
H -1.18 -2.90 -1.46
H -2.67 2.56 0.92
H -0.23 -2.50 3.35
C -2.28 -0.24 -1.95
H -0.46 2.14 -1.83
C -1.82 -2.28 -0.86
H -3.45 -0.21 -1.71
H 1.64 0.07 -1.34
C 1.59 -0.42 -0.47
N -1.58 -0.88 -0.88
H -0.34 -0.14 2.91
H -1.96 -0.90 -2.77
H 4.17 -1.17 -0.23
H -0.53 3.40 -0.84
H 0.87 2.23 -0.76
H -1.98 0.77 -2.08
C -0.21 2.39 -0.76
H -1.15 3.26 1.54
C 3.97 -0.13 -0.30
C -0.40 -0.88 2.03
H -1.51 -2.53 0.09
C -1.69 2.29 1.24
H -2.93 -2.38 -1.05
N -0.96 1.59 0.15
C 2.64 0.12 0.47
C -0.31 -2.19 2.30
F 3.81 0.30 -1.55
Si -0.59 -0.08 0.37
H 1.55 -1.53 -0.61
F 5.05 0.53 0.17
H 2.56 -0.35 1.43
H -1.66 1.60 2.09
H -0.31 -3.04 1.70
*
```

Properties
Energy above the lowest of the compared OMol25 structures with the same formula, charge and spin   1.700 eV
Frontier orbital gap   8.534 eV


DFT (ωB97M-V/def2-TZVPD) results for a cluster of 3 separate species, C3H14NO2S2 in total at a distorted geometry.

Structure (ORCA input):
```
! RIJCOSX wB97M-V def2-TZVPD def2/J DEFGRID3
* xyz 1 1
O -5.10 3.13 -2.77
H -0.74 -0.56 2.34
H 4.13 -0.26 2.04
H -1.60 -0.39 -2.50
N 1.53 -2.14 1.96
H 1.92 -3.08 1.90
H 3.20 0.91 2.05
H -5.50 3.76 -3.39
H -1.56 1.13 -1.54
H -0.42 -2.91 1.80
C 0.20 -2.18 1.29
S 0.36 0.50 0.51
H -5.75 2.94 -2.09
O 3.28 0.01 2.42
H 0.34 -2.53 0.26
H -0.70 0.99 -3.12
H -1.52 -1.00 0.89
C -1.02 0.48 -2.20
S 0.53 -0.08 -1.41
H 1.49 -1.83 2.93
H 2.19 -1.48 1.53
C -0.53 -0.86 1.31
*
```

Properties
Energy above the lowest of the compared OMol25 structures with the same formula, charge and spin   0.482 eV
Frontier orbital gap   9.168 eV


DFT (ωB97M-V/def2-TZVPD) results for a cluster of 15 separate species, C27H31BrCl42O7S in total at a distorted geometry.

Structure (ORCA input):
```
! RIJCOSX wB97M-V def2-TZVPD def2/J DEFGRID3
* xyz 0 1
H 6.98 3.98 3.97
Cl -1.81 4.74 -5.63
H 0.48 -7.48 1.29
C 1.30 0.64 -0.16
Br -5.32 0.51 0.52
H -1.87 1.61 2.87
H 4.36 6.92 8.53
Cl -1.24 -6.65 -0.04
S -2.61 0.73 -1.47
Cl 1.04 5.60 -3.71
C -0.36 -10.40 -3.74
Cl 5.84 5.56 7.35
C -2.68 1.54 0.93
H -1.06 1.52 7.26
C -3.32 0.15 0.83
H 1.60 0.86 2.90
C 3.37 -0.72 -0.06
C 0.90 1.62 2.54
H 1.93 1.52 0.01
Cl 3.07 5.04 8.04
Cl -0.93 0.27 5.28
Cl -0.69 -3.34 -3.74
H -3.47 2.16 1.36
H -2.73 -2.49 3.69
H -3.67 -3.14 0.44
Cl 1.44 -5.99 -7.30
Cl -8.61 -1.90 -1.59
Cl -5.87 -3.09 -0.34
Cl 2.58 7.60 2.02
Cl 5.05 5.28 3.71
Cl -10.70 -2.50 -3.52
Cl 0.87 0.25 7.56
Cl -8.96 -4.62 -2.55
Cl -1.97 2.87 -7.86
Cl -1.16 -9.24 -2.68
Cl 1.21 -5.33 0.68
H -1.22 2.85 1.78
H 4.05 -3.75 1.32
O -1.35 0.48 -2.07
O -0.01 0.82 0.34
C -0.25 1.23 6.61
H -0.42 -0.01 2.20
Cl 1.39 -10.13 -3.76
Cl 3.74 7.28 6.31
Cl 1.83 10.26 2.90
C 4.11 -1.85 0.30
C -9.77 -3.11 -2.15
Cl 2.66 5.67 -1.30
Cl 3.27 -2.73 -12.21
C -0.90 3.67 -6.70
H 3.85 0.08 -0.62
C 0.09 -1.78 -3.94
H 0.42 2.03 3.42
C 1.04 5.48 -1.96
Cl 5.36 2.78 5.16
Cl 0.54 2.68 6.01
Cl 2.66 -4.29 -9.33
Cl 1.30 -7.79 -0.88
H 1.80 -1.30 -11.09
Cl 1.51 -1.61 -2.91
H 1.59 -3.66 -7.34
Cl 0.55 3.85 9.45
Cl -3.59 -4.52 -1.45
Cl -1.02 -10.33 -5.37
C 3.49 -2.88 1.02
C 2.48 -1.17 -11.93
H -0.53 -11.39 -3.34
Cl 3.71 -4.32 -6.62
O -2.86 -0.42 -0.36
Cl 1.55 -0.67 -13.33
C 2.14 -2.77 1.35
Cl 5.81 2.86 2.29
Cl -1.18 4.18 11.76
H -0.43 2.91 -6.09
C 0.45 -6.90 0.38
H 0.67 8.82 1.48
H 0.36 -1.60 1.23
Cl 0.53 -1.53 -5.64
H 1.18 0.58 -1.24
Cl -1.90 2.28 9.71
Cl -4.56 -5.16 1.21
C -0.56 3.05 10.56
C -3.40 -0.79 2.02
O -2.48 -2.75 2.79
C 4.26 6.28 7.66
H -0.01 2.28 11.08
C 5.93 3.76 3.80
O -2.57 1.94 -0.45
H -10.46 -3.31 -1.34
C 2.27 -4.47 -7.61
C 1.41 -1.65 0.97
H -0.61 -1.00 -3.66
H -3.64 -0.20 2.91
O -3.76 0.88 -2.29
H 5.15 -1.91 0.02
C -4.34 -3.88 0.02
H 1.44 2.40 2.00
C -0.21 0.96 1.73
Cl 2.29 9.73 0.08
Cl 0.38 4.56 -7.53
H 1.65 -3.54 1.91
H 0.68 4.50 -1.69
H -4.21 -1.49 1.86
C 1.71 9.07 1.60
O -2.19 -1.51 2.15
C 2.01 -0.60 0.28
Cl -0.07 6.67 -1.25
C -1.49 1.80 1.86
Cl 3.67 0.06 -11.49
*
```

Properties
Frontier orbital gap   8.927 eV


Calculated values (Ha) of DFT total energy for the records, taken in order: -1052.830930; -1124.077731; -23874.153461.